Entry 1:
DFT (ωB97M-V with the def2-TZVPD basis set) results for C6H23NO6Tl as an isolated structure.

Element x y z (Å)
Tl1 -0.60952 -0.68715 -0.62473
C1 1.87020 0.23401 -3.56111
O1 1.36454 0.11868 -2.18857
C2 2.21898 0.94146 -1.37998
C3 1.99780 0.66842 0.18330
N1 0.57425 0.88671 0.44226
C4 0.26895 0.94825 1.93165
C5 -1.24419 1.32410 2.10654
O2 -1.99041 0.14460 1.79744
C6 -3.36996 0.32527 1.98937
H1 1.60156 1.23634 -3.89468
H2 1.28310 -0.38952 -4.23539
H3 2.92150 -0.00879 -3.71581
H4 2.04490 2.00040 -1.57088
H5 3.27155 0.69988 -1.52775
H6 2.59685 1.40075 0.72452
H7 2.37909 -0.27285 0.57919
H8 0.22839 1.72829 0.00380
H9 0.86158 1.75668 2.35981
H10 0.62546 0.07133 2.47203
H11 -1.55297 2.19140 1.52296
H12 -1.35949 1.69186 3.12612
H13 -3.75236 1.17608 1.42548
H14 -3.53901 0.38934 3.06427
H15 -3.85613 -0.55901 1.57730
O3 -2.47862 -0.01967 -0.64505
H16 -2.79603 0.71453 -1.17083
H17 -3.25690 -0.55272 -0.48268
O4 -0.42310 -2.60088 -0.77654
H18 -0.99669 -3.28935 -0.44004
H19 0.27195 -3.07126 -1.23683
O5 1.23765 -1.38193 -0.72491
H20 1.80700 -1.78415 -0.06894
H21 1.49011 -1.79780 -1.54925
O6 -0.00074 -1.32209 1.13018
H22 0.87681 -1.29897 1.51177
H23 -0.56612 -1.61226 1.84599

Computed properties:
Multiplicity: 1
Net charge: +3
F_max in Eh/bohr: 0.172
Highest occupied orbital energy in eV: -20.55
Gap between HOMO and LUMO in eV: 8.14

In elementary charge units, the Löwdin charges are: 1.19 0.00 -0.30 -0.11 -0.12 -0.10 -0.08 -0.13 -0.28 -0.05 0.11 0.11 0.12 0.15 0.15 0.16 0.13 0.15 0.15 0.13 0.14 0.15 0.11 0.13 0.10 0.04 0.16 0.13 0.02 0.16 0.15 -0.15 0.14 0.15 -0.08 0.11 0.15

Entry 2:
DFT (ωB97M-V with the def2-TZVPD basis set) results for one molecule with the formula C3H6N4O.

Element x y z (Å)
H1 0.01789 2.55900 -0.17612
N1 0.90899 2.05021 0.12371
C1 0.74962 0.75811 -0.17373
C2 1.81044 -0.15146 0.31106
N2 1.42334 -1.34967 0.23009
O1 0.14713 -1.40077 -0.24143
N3 -0.28885 -0.03769 -0.61742
N4 -1.61611 0.19335 -0.53836
C3 -2.21649 -0.10152 0.76136
H2 2.85158 0.03556 0.53102
H3 -2.00643 -0.19706 -1.44222
H4 -1.61758 0.51889 1.53713
H5 -3.18706 0.37486 0.69738
H6 -2.28851 -1.10930 1.00603

Computed properties:
Multiplicity: 1
F_max in Eh/bohr: 0.088
ΔE to the lowest compared entry with this formula, charge and spin in kcal per mole: 124.1
Highest occupied orbital energy in eV: -8.89
Gap between HOMO and LUMO in eV: 9.70

In elementary charge units, the Löwdin charges are: 0.06 0.10 -0.38 -0.08 0.06 -0.06 -0.10 -0.06 -0.07 0.12 0.16 0.13 0.08 0.05